Record 1
DFT (ωB97M-V with the def2-TZVPD basis set) results for a cluster of 2 separate species, C26H46BBrCl2N2O7PS in total in a non-equilibrium geometry.

Geometry as XYZ:
```
87
Properties=species:S:1:pos:R:3:lowdin_charge:R:1
C -0.0655 -5.4831 0.4940 -0.0871
C 0.4974 -5.3704 -0.9815 -0.3665
C 2.0561 -5.7030 -0.8688 -0.0924
C 0.4412 -3.8692 -1.5507 -0.1653
C -0.8324 -3.1082 -1.0367 -0.0938
C -1.2775 -1.8334 -1.8217 -0.3336
O -2.2119 -1.9014 -2.8828 0.0199
B -2.1706 -3.1078 -3.6275 -0.7376
O -1.3609 -3.2432 -4.7659 0.1456
O -2.9240 -4.2387 -3.2358 0.1597
N -2.0535 -1.0544 -0.7537 0.0342
C -3.4390 -1.2927 -0.3810 -0.1583
C -3.7859 -1.9373 0.8866 -0.0042
C -5.1541 -2.2309 1.2747 -0.0463
C -6.2269 -1.8651 0.3526 -0.0459
C -5.9450 -1.1837 -0.9038 -0.0419
C -4.5650 -0.9120 -1.2380 0.0045
C -1.3240 -0.1680 -0.1445 0.0766
C 0.1399 -0.1333 -0.7367 -0.5827
Cl 1.4624 -1.0331 0.1357 0.8077
C 0.5540 1.3836 -0.5569 -0.2034
C 1.1017 1.7863 0.8670 -0.2219
C 2.6713 2.0207 0.8082 -0.2236
C 3.3690 2.0194 2.2178 -0.1785
C 4.7619 1.2445 2.2442 -0.2674
N 5.4977 1.2523 0.9640 -0.0288
C -0.2393 -0.6675 -2.1898 -0.3636
C 1.0080 -1.0435 -3.0852 -0.2632
C 1.8829 0.1796 -3.5766 -0.6639
C 3.1927 0.3505 -2.6883 -0.1537
Br 2.5602 -0.3132 -5.3997 0.6668
P -1.4080 0.4758 -3.2559 0.7482
O -0.9218 2.0798 -3.1314 -0.3518
Cl -1.1264 0.0176 -5.2879 0.3553
H 0.4116 -6.3231 1.0528 0.0836
H 0.1005 -4.5341 1.0785 0.0824
H -1.1713 -5.6889 0.4097 0.0828
H 0.0027 -6.0579 -1.7099 0.1327
H 2.1997 -6.7755 -0.5556 0.0854
H 2.4124 -5.1000 0.0171 0.0868
H 2.6203 -5.4614 -1.8010 0.0820
H 0.4007 -3.9841 -2.6680 0.1211
H 1.4184 -3.4064 -1.2834 0.0734
H -1.6718 -3.8536 -0.9219 0.1405
H -0.6094 -2.7855 0.0187 0.0991
H -1.1858 -4.2021 -4.8313 0.1260
H -3.3305 -4.6553 -4.0162 0.1233
H -2.9792 -2.2338 1.6013 0.1166
H -5.4153 -2.7212 2.2389 0.1132
H -7.2921 -2.0867 0.5828 0.1105
H -6.7308 -0.8882 -1.6274 0.1129
H -4.2810 -0.4083 -2.1973 0.1026
H -1.7895 0.4256 0.6762 0.1890
H 1.2585 1.7624 -1.3471 0.1124
H -0.3896 1.9894 -0.7105 0.0995
H 0.6669 2.8040 1.0890 0.0971
H 0.7764 1.1312 1.7103 0.1029
H 3.0816 1.2276 0.1212 0.0536
H 2.9004 2.9959 0.2900 0.1235
H 3.6100 3.0908 2.4749 0.1124
H 2.7244 1.6180 3.0381 0.1068
H 5.4556 1.6583 3.0256 0.1075
H 4.5668 0.1722 2.5074 0.1082
H 5.3193 0.4295 0.3965 0.0538
H 5.3880 2.1193 0.4444 0.0661
H 1.7140 -1.7260 -2.5335 0.0867
H 0.6770 -1.6446 -3.9773 0.0669
H 1.3252 1.1325 -3.7234 0.0644
H 3.2244 1.3355 -2.1560 0.0663
H 3.2961 -0.4479 -1.9136 0.0523
H 4.1226 0.3040 -3.3148 0.0568
H -1.4439 2.5045 -2.4289 0.0472
O 0.2069 4.0508 3.3172 -0.2966
S 0.0929 5.4832 3.2911 0.5780
O 1.2351 6.3282 3.4583 -0.2645
O -1.0444 5.9340 4.3258 -0.2612
C -0.9507 5.4800 5.6839 -0.2583
C 0.0691 6.2772 6.4741 -0.0707
C -0.7528 5.9655 1.8166 -0.1223
H -0.7293 4.4105 5.7179 0.1138
H -1.9377 5.6185 6.1271 0.1234
H 1.0813 6.0855 6.1148 0.0726
H 0.0292 6.0098 7.5312 0.0840
H -0.1134 7.3481 6.3704 0.0878
H -1.6520 5.3613 1.7129 0.0714
H -0.0825 5.7911 0.9757 0.0728
H -1.0002 7.0231 1.8830 0.0786
```

For the largest force on an atom, the calculation gives 4.07 eV Å⁻¹. As for the net charge: +1. For the lowest unoccupied orbital energy, the calculation gives -4.235 eV. As for the total energy: -160903.2887 eV. As for the HOMO energy: -0.3964 Eh. The value obtained for the orbital gap is 6.6 eV.

=====

Record 2
DFT (ωB97M-V with the def2-TZVPD basis set) results for a cluster of 2 separate species, C26H46BClFN3O11P in total in a non-equilibrium geometry.

Geometry as XYZ:
```
90
Properties=species:S:1:pos:R:3:lowdin_charge:R:1
C -3.0607 6.9527 -1.3099 -0.0650
C -1.7872 7.4124 -0.6240 -0.2767
O -1.2706 6.3612 0.1760 -0.1657
C 0.1385 6.3447 0.2692 -0.2029
C 0.5435 5.4034 1.3802 -0.1871
O 0.5218 4.0398 0.9971 -0.1318
C -0.7525 3.4205 1.0489 -0.1599
C -0.7206 2.2348 2.0127 -0.1273
O -1.0570 1.0509 1.2797 -0.0984
C -0.8091 -0.1265 1.9216 -0.1153
N -0.2793 -1.1075 0.9073 0.0689
N -0.2243 -0.6865 -0.3480 0.2141
C 0.2113 -1.5004 -1.2809 -0.1857
C 0.2245 -0.9342 -2.6798 -0.1281
C -0.5765 0.3652 -2.8209 -0.1893
C -2.0848 0.1530 -2.9232 -0.1639
C -2.7484 1.4270 -3.4152 -0.1751
O -4.1744 1.2949 -3.4340 -0.0213
C -4.8378 1.8726 -2.3912 -0.5472
C -5.7628 0.9148 -1.7036 0.0249
O -4.6854 3.0119 -2.1025 0.1360
C 0.6130 -2.8261 -0.9521 -0.2148
P 1.1834 -4.1907 -2.0730 0.6345
O -0.0131 -4.0814 -3.1717 -0.3245
Cl 2.7700 -3.3611 -3.0839 0.3088
C 0.5403 -3.2495 0.3613 0.0024
B 1.0011 -4.7150 0.8311 -0.6388
N 2.4284 -5.0385 0.7083 0.1465
O 0.0434 -5.4956 1.4078 0.1833
C 0.0617 -2.3211 1.2968 -0.2332
O -0.0919 -2.6083 2.5817 -0.0055
C 1.1339 -2.7030 3.3842 -0.0819
C 0.9772 -3.8092 4.4246 -0.3017
C 2.1772 -4.7769 4.4122 -0.0491
C 0.6512 -3.2526 5.8284 -0.3774
C 1.8660 -2.6760 6.5583 -0.0694
C -0.4967 -2.2157 5.8042 -0.0467
H -3.3640 7.6562 -2.0829 0.0771
H -3.8606 6.8351 -0.5790 0.0766
H -2.8920 5.9709 -1.7551 0.0740
H -1.0477 7.7313 -1.3663 0.1162
H -1.9957 8.2797 0.0134 0.1207
H 0.5176 7.3476 0.5105 0.1303
H 0.5885 6.0349 -0.6812 0.1355
H 1.5640 5.6310 1.6922 0.1281
H -0.1120 5.5871 2.2384 0.1338
H -1.5235 4.1426 1.3153 0.1234
H -0.9947 3.0328 0.0557 0.1297
H 0.2932 2.1563 2.4185 0.1323
H -1.4142 2.3642 2.8489 0.1323
H -1.7056 -0.5812 2.3529 0.1573
H -0.0474 -0.0376 2.7022 0.1415
H 1.2626 -0.7452 -2.9675 0.1077
H -0.1959 -1.6871 -3.3475 0.1092
H -0.2436 0.8268 -3.7527 0.1148
H -0.3318 1.0632 -2.0219 0.1089
H -2.5180 -0.1710 -1.9736 0.1129
H -2.2687 -0.6278 -3.6678 0.1252
H -2.4339 1.6288 -4.4403 0.1351
H -2.4643 2.2966 -2.8182 0.1243
H -5.1630 0.1158 -1.2649 0.0835
H -6.3471 1.4282 -0.9476 0.0880
H -6.4070 0.4471 -2.4491 0.0942
H 0.2689 -4.3722 -4.0501 0.0676
H 2.8339 -5.2392 1.6216 0.0661
H 2.5803 -5.8781 0.1563 0.0745
H 0.0763 -6.4176 1.1247 0.1291
H 1.9732 -2.8771 2.7054 0.1319
H 1.2896 -1.7294 3.8544 0.1313
H 0.1114 -4.4000 4.1147 0.1444
H 1.9459 -5.6759 3.8377 0.0760
H 3.0859 -4.3197 4.0168 0.0863
H 2.4125 -5.1184 5.4200 0.0803
H 0.2923 -4.1015 6.4157 0.1363
H 2.7500 -3.3095 6.5058 0.0688
H 1.6249 -2.5563 7.6159 0.0892
H 2.1310 -1.6835 6.1841 0.0808
H -0.8312 -1.9708 4.7967 0.0579
H -0.1968 -1.2926 6.3016 0.0797
H -1.3697 -2.5905 6.3376 0.0832
C 4.7319 -0.3005 -6.7436 -0.0389
C 4.5486 -0.7956 -5.3234 -0.3285
O 3.3191 -0.1930 -4.9492 0.1016
C 2.5914 -0.0027 -6.0928 -0.5522
O 1.4331 0.2411 -6.1176 0.1801
O 3.3766 -0.1490 -7.1754 0.0837
F 5.5262 -0.3700 -4.4934 0.0824
H 5.2334 0.6678 -6.7520 0.1484
H 5.2570 -0.9965 -7.3901 0.1429
H 4.4557 -1.8795 -5.2318 0.1488
```

For the largest force on an atom, the calculation gives 1.22 eV Å⁻¹. As for the net charge: +1. For the lowest unoccupied orbital energy, the calculation gives -4.021 eV. As for the total energy: -79901.1793 eV. As for the HOMO energy: -0.4156 Eh. The value obtained for the orbital gap is 7.3 eV.

=====

Record 3
DFT (ωB97M-V with the def2-TZVPD basis set) results for a structure of composition C26H46BrCaClN4NaO4PS2Si2 in a non-equilibrium geometry.

Geometry as XYZ:
```
89
Properties=species:S:1:pos:R:3:lowdin_charge:R:1
N 4.1628 -0.7458 2.5662 -0.0061
C 3.6290 0.5438 2.0397 -0.2660
C 2.6618 1.2277 3.0689 -0.2037
C 2.5833 2.7743 2.9166 -0.1710
C 1.4954 3.3084 1.9305 -0.1781
C 1.1505 2.3660 0.7506 -0.1409
C 0.0494 1.3225 1.0574 -0.1526
C -1.0091 1.5914 1.8694 -0.0195
C -2.0125 0.5511 2.1643 -0.3701
P -3.3950 0.9772 3.3165 0.3393
S -4.9237 -0.1520 2.9518 0.1659
C -1.9304 -0.7006 1.6410 -0.0318
C -0.8258 -1.0151 0.7770 -0.2643
N -0.5166 -2.1671 0.1714 -0.1752
S 0.8329 -1.9604 -0.6757 1.0209
N 1.2045 -0.3538 -0.3297 -0.2959
C 0.2030 0.0064 0.4602 -0.2826
H 3.5028 -1.4506 2.2390 0.0509
H 4.1044 -0.7540 3.5818 0.0520
H 3.1281 0.2941 1.0924 0.0563
H 4.4767 1.2431 1.9217 0.1079
H 3.1324 1.0379 4.0448 0.0752
H 1.6796 0.7256 3.1144 0.1055
H 3.5905 3.1891 2.7208 0.1101
H 2.3091 3.1648 3.9194 0.1075
H 1.9128 4.2227 1.4703 0.0851
H 0.5804 3.6524 2.4443 0.0983
H 0.7033 3.0120 -0.0355 0.1215
H 2.0311 1.9034 0.2829 0.0865
H -1.1364 2.5707 2.3378 0.1063
H -3.6543 2.3705 3.3138 -0.0208
H -2.8916 0.6791 4.6150 -0.0188
H -2.6569 -1.4897 1.8770 0.1048
C 4.0673 6.5876 -1.3309 -0.1049
C 3.2119 5.3682 -1.5137 -0.4815
O 2.5199 4.9336 -0.6122 0.0431
C 3.2455 4.6993 -2.8627 -0.0219
H 3.9456 6.9646 -0.3142 0.0888
H 5.1614 6.3314 -1.4890 -0.1831
H 3.7619 7.3651 -2.0346 0.0966
H 4.2582 4.3647 -3.0912 0.0727
H 2.9068 5.3922 -3.6322 0.0867
H 2.5807 3.8337 -2.8504 0.0718
C -7.1680 -4.4613 4.1155 -0.2129
Si -6.7221 -5.5020 2.5980 0.1993
C -8.2968 -5.6541 1.5619 -0.2064
C -6.2689 -7.2237 3.2376 -0.2073
N -5.4551 -4.7409 1.7765 -0.2462
Si -4.7651 -5.3506 0.3645 0.1903
C -5.9866 -5.4737 -1.0738 -0.2058
C -3.9526 -7.0426 0.6005 -0.2067
C -3.3965 -4.1646 -0.1873 -0.2278
H -7.9916 -4.9246 4.6715 0.0073
H -6.3105 -4.3728 4.7865 0.0094
H -7.4816 -3.4590 3.8142 0.0094
H -9.1445 -5.9471 2.1941 0.0102
H -8.1977 -6.4137 0.7837 0.0010
H -8.5432 -4.7002 1.0914 0.0183
H -5.3126 -7.1995 3.7647 0.0171
H -6.2021 -7.9520 2.4266 0.0007
H -7.0316 -7.5861 3.9375 0.0099
H -6.6921 -6.2947 -0.9350 0.0026
H -5.4548 -5.6587 -2.0166 0.0074
H -6.5481 -4.5438 -1.1828 0.0189
H -3.3076 -7.0414 1.4816 0.0169
H -3.3341 -7.2984 -0.2702 0.0069
H -4.6954 -7.8347 0.7108 0.0027
H -2.6280 -4.0836 0.5855 -0.0056
H -3.8027 -3.1690 -0.3872 0.0107
H -2.9205 -4.5307 -1.1064 0.0058
C 6.7324 3.5135 -7.6429 -0.2960
C 6.6921 4.3066 -6.4915 -0.0553
C 5.4741 4.9031 -6.0448 -0.5012
O 5.4178 5.6202 -5.0120 -0.1308
C 4.2970 4.6352 -6.8523 -0.0087
C 4.3460 3.8633 -7.9756 -0.0310
C 5.5642 3.2625 -8.4347 -0.6111
O 5.6249 2.5355 -9.5134 -0.2289
H 7.6662 3.0510 -7.9873 0.0380
H 7.5739 4.5002 -5.8931 0.0963
H 3.3727 5.0861 -6.5117 0.1062
H 3.4639 3.6684 -8.5744 0.1123
O 2.3169 -0.1553 5.6068 -0.0554
H 1.7009 -0.8573 5.3685 0.0517
H 1.9656 0.1913 6.4346 0.0518
Ca 7.5768 4.0933 -9.6947 1.5598
Br 6.9125 6.3948 -2.0102 0.4234
Cl 8.3587 6.6753 -0.1925 -0.0737
Na 2.7231 -0.4498 -1.8073 0.6617
```

For the largest force on an atom, the calculation gives 4.49 eV Å⁻¹. For the lowest unoccupied orbital energy, the calculation gives -3.333 eV. For the energy above the lowest of the compared OMol25 structures with the same formula, charge and spin, the calculation gives 0.000 eV. As for the total energy: -193987.8805 eV. As for the HOMO energy: -0.1690 Eh. The value obtained for the orbital gap is 1.3 eV.

=====

Record 4
DFT (ωB97M-V with the def2-TZVPD basis set) results for a cluster of 6 separate species, C26H46BrIN4O16P in total in a non-equilibrium geometry.

Geometry as XYZ:
```
95
Properties=species:S:1:pos:R:3:lowdin_charge:R:1
O -1.4211 0.5535 3.9476 -0.3396
P -0.5051 1.2089 2.7082 0.6433
Br 1.4166 -0.0192 2.7577 0.3265
N -1.2325 0.7463 1.1728 -0.2462
C -1.9324 -0.5664 1.0576 -0.1096
C -3.0409 -0.1383 0.0025 -0.2813
C -4.3009 -1.0857 -0.0474 -0.1197
C -4.1000 -2.0548 -1.3043 -0.3043
C -2.8000 -2.9343 -1.1599 -0.6631
I -2.6501 -4.2496 -2.8849 0.8133
N -3.2212 1.3183 0.2679 0.1352
C -1.8468 1.7507 0.4053 -0.2969
N -1.3029 2.8347 -0.0775 0.1886
C 0.0814 3.1929 0.1574 -0.2203
C 0.4947 4.4089 0.8882 0.0233
C 1.9222 4.5871 1.0486 -0.1286
N 2.9563 3.8083 0.6681 0.0665
C 2.6092 2.6839 -0.0105 -0.1119
C 1.2169 2.3740 -0.2669 -0.0280
H -0.8144 -0.0137 4.4707 0.0380
H -2.2893 -1.0571 1.9995 0.1309
H -1.1573 -1.2164 0.5647 0.1230
H -2.5176 -0.1551 -0.9905 0.1442
H -5.2405 -0.4895 -0.1358 0.1232
H -4.2830 -1.7278 0.8733 0.1172
H -3.9974 -1.3845 -2.2020 0.1078
H -4.9985 -2.7192 -1.3814 0.1079
H -2.8607 -3.5678 -0.2406 0.0578
H -1.8573 -2.3375 -1.1434 0.0237
H -3.4726 1.7976 -0.6129 0.1448
H -1.8894 3.4823 -0.6143 0.1781
H -0.2644 5.1265 1.2824 0.1230
H 2.2110 5.5192 1.6012 0.1190
H 3.4318 2.0080 -0.3489 0.1257
H 0.9904 1.4267 -0.8191 0.1134
C 4.0200 -5.5120 5.2313 -0.0284
O 2.6946 -5.5813 4.6993 0.0107
C 2.0947 -4.3985 4.5673 -0.6108
O 2.5668 -3.3261 4.8495 0.1126
O 0.8696 -4.6067 4.0621 0.0068
C 0.1162 -3.4160 3.8696 -0.0741
H 4.4075 -6.5268 5.2933 0.0992
H 4.6694 -4.9350 4.5725 0.0922
H 4.0109 -5.0840 6.2341 0.1005
H 0.6164 -2.7556 3.1589 0.0270
H -0.0464 -2.9046 4.8204 0.0974
H -0.8528 -3.6997 3.4597 0.0926
C 9.1843 -5.9429 0.4144 -0.0390
O 8.0982 -5.1360 -0.0436 0.0046
C 6.9987 -5.2170 0.7108 -0.6120
O 6.8661 -5.8891 1.7007 0.1227
O 6.0666 -4.4180 0.1735 0.0018
C 4.8313 -4.4082 0.8835 -0.0488
H 10.0154 -5.7956 -0.2728 0.0949
H 9.4992 -5.6346 1.4117 0.0990
H 8.9100 -6.9981 0.4066 0.0994
H 4.9744 -4.0397 1.9005 0.0908
H 4.3846 -5.4033 0.8940 0.1007
H 4.1550 -3.7319 0.3626 0.0897
C 0.0591 9.5854 5.5637 -0.0401
O 1.1975 8.8885 6.0709 0.0095
C 1.5295 7.7983 5.3762 -0.6112
O 0.9600 7.3820 4.3962 0.1023
O 2.6029 7.2497 5.9573 0.0084
C 3.0747 6.0663 5.3186 -0.0457
H -0.1118 10.4467 6.2066 0.0963
H 0.2452 9.9402 4.5495 0.0981
H -0.8261 8.9492 5.5927 0.0973
H 3.3827 6.2791 4.2939 0.0919
H 2.3101 5.2883 5.3376 0.0950
H 3.9413 5.7118 5.8735 0.0965
C -1.6958 4.3157 -4.0577 -0.0504
O -2.7777 5.1195 -4.5064 0.0195
C -3.8652 5.0256 -3.7341 -0.6082
O -3.9685 4.3402 -2.7395 0.0827
O -4.8074 5.8124 -4.2448 0.0208
C -6.0376 5.8131 -3.5154 -0.0304
H -0.8623 4.4575 -4.7426 0.1018
H -1.3821 4.6264 -3.0587 0.0839
H -1.9735 3.2602 -4.0649 0.0965
H -5.8827 6.1792 -2.5001 0.0992
H -6.4778 4.8157 -3.5026 0.0994
H -6.7216 6.4874 -4.0265 0.0997
C -4.4661 -4.6274 -9.5079 -0.0411
O -3.5855 -5.5916 -8.9310 0.0071
C -2.8663 -5.1328 -7.9029 -0.6105
O -2.9075 -4.0166 -7.4508 0.1147
O -2.0910 -6.1307 -7.4613 0.0080
C -1.2623 -5.7795 -6.3567 -0.0516
H -4.9927 -5.1126 -10.3276 0.0952
H -5.1997 -4.2889 -8.7755 0.0976
H -3.9038 -3.7830 -9.9078 0.0984
H -1.8690 -5.4849 -5.4991 0.0153
H -0.5721 -4.9807 -6.6307 0.1018
H -0.6820 -6.6596 -6.0853 0.0982
```

For the largest force on an atom, the calculation gives 4.82 eV Å⁻¹. As for the net charge: +1. For the lowest unoccupied orbital energy, the calculation gives -3.481 eV. As for the total energy: -153854.0250 eV. As for the HOMO energy: -0.4309 Eh. The value obtained for the orbital gap is 8.2 eV.

=====

Question: lowest unoccupied orbital energy of number 3 (C26H46BrCaClN4NaO4PS2Si2)?
Answer: -3.333 eV

=====

Question: Among the records above, which one has the highest orbital gap?
Answer: C26H46BrIN4O16P

=====

Question: Which value of orbital gap does entry 1 give?
Answer: 6.6 eV